(1)
DFT (the ωB97M-V functional and the def2-TZVPD basis) results for C4H6N2 as an isolated structure.

## Properties
* total energy: -7221.527 eV
* net charge: 0
* maximum force: 0.50 eV/Å
* LUMO: 0.7 eV
* ΔE to the lowest compared entry with this formula, charge and spin: 4.0638 eV

Element x y z (Å)
C  -1.644  -0.182  -0.097
N  -0.202  -0.025  -0.037
C  0.728  -1.016  -0.288
C  1.985  -0.583  0.081
N  1.742  0.781  0.545
C  0.448  1.064  0.383
H  -1.911  -0.720  -1.009
H  -1.999  -0.744  0.771
H  -2.120  0.801  -0.111
H  0.394  -1.966  -0.686
H  2.625  0.592  -0.179
H  -0.047  1.997  0.625

***

(2)
DFT (the ωB97M-V functional and the def2-TZVPD basis) results for one molecule with the formula C3H5NO2 in a non-equilibrium geometry.

## Properties
* total energy: -8776.110 eV
* net charge: 0
* maximum force: 1.13 eV/Å
* LUMO: 0.5 eV
* ΔE to the lowest compared entry with this formula, charge and spin: 1.5850 eV

Element x y z (Å)
N  1.199  -0.431  -2.574
C  0.813  -0.526  -1.488
C  0.265  -0.587  -0.108
O  -0.794  -1.498  -0.007
C  -0.113  0.841  0.318
O  -0.710  0.885  1.585
H  1.054  -0.973  0.549
H  -1.589  -1.089  -0.377
H  -0.856  1.232  -0.387
H  0.778  1.482  0.239
H  -0.047  0.664  2.250